No. 1
Below is C20H26N2O5S as an isolated structure, with properties calculated with wB97M-V/def2-TZVPD.

The geometry in ORCA input format:
```
! RIJCOSX wB97M-V def2-TZVPD def2/J DEFGRID3
* xyz 0 1
C 2.2123 -1.4998 -3.3551
C 4.8667 -1.3707 -4.6710
H -3.5629 -1.1739 1.1817
H -1.7832 3.0897 4.1895
H 4.4302 -3.0434 -1.2731
H -3.8367 -2.3626 -0.0003
H 0.1741 0.1224 3.9401
C -1.1495 -2.4080 1.3225
N -1.6850 1.0140 1.7282
C -0.3307 3.8569 1.8914
H 2.4446 -3.1528 0.2352
C 2.5399 -2.5996 -0.7845
C -0.0812 -0.4341 3.1717
C -0.3805 0.4216 1.9535
C 1.0751 -1.5505 -2.5084
H -2.5063 4.0260 0.4263
H -2.5758 4.5776 4.1515
H -2.2642 1.1268 2.6764
C -2.0893 -1.9116 0.3853
O 4.5325 -2.0616 -3.3869
H -2.7193 -3.1990 2.7992
O -1.0083 -1.7272 -0.6653
C 1.0161 -0.4752 -4.8873
C 1.4526 -2.0252 -1.1790
H 1.1526 0.3114 -6.0306
C -1.9592 1.9126 0.8360
O -2.7998 3.4100 2.3363
H 0.2857 4.5064 3.7768
S -1.8059 -1.4183 3.8172
H 5.9317 -1.4469 -4.9450
H 0.4435 -1.2592 3.0040
H 0.7086 0.4676 -4.1836
C -1.9315 3.8698 3.4978
O 2.1907 -0.8145 -4.5091
H -2.9139 1.7469 0.3676
H -0.0578 4.4306 0.9733
C 0.2317 -2.1498 -0.2990
C -1.8844 -2.9576 2.6079
C -0.7131 4.7370 3.1458
H 4.4332 -0.3088 -4.5889
C 3.4401 -1.9521 -2.8248
C 3.4452 -2.4348 -1.7130
H -1.0755 5.7937 2.8478
H -1.1928 1.9228 -0.0862
C -1.9740 3.2223 1.4217
H 0.2172 2.8418 1.9350
C -3.4233 -1.4652 0.1015
H -3.4535 -0.7940 -0.5141
O 0.3592 0.3391 1.0573
N 0.0959 -2.4660 0.8980
H 0.1554 -1.1369 -5.1088
H 4.0999 -1.7571 -5.4256
H -0.9035 -3.2958 3.0828
H 0.1264 -1.0947 -2.8195
*
```

Energy above the lowest of the compared OMol25 structures with the same formula, charge and spin (kcal per mole): 456.99
Kohn-Sham gap (eV): 8.16
E_tot (Eh): -1660.9534
LUMO energy (hartree): 0.0236
HOMO (eV): -7.522

No. 2
Below is one molecule with the formula C20H26N4O3S2, with properties calculated with wB97M-V/def2-TZVPD.

The geometry in ORCA input format:
```
! RIJCOSX wB97M-V def2-TZVPD def2/J DEFGRID3
* xyz 0 1
H 2.5412 -3.3267 -0.4864
C -6.3811 -1.9354 -0.7139
H 4.4710 0.9544 0.6970
C -0.5251 2.4218 0.1550
H -7.0786 -2.2732 0.0529
C -6.8560 -0.6392 -1.4114
H -0.5456 2.9851 2.2329
H -0.7968 2.8587 -0.8094
H 4.4797 -1.2663 1.7850
H 7.0686 -0.5046 -2.6478
O -2.8847 2.1556 -1.1122
C 5.5595 -0.1491 -1.2090
C -3.3692 0.0496 -0.1322
H -7.5552 -0.1172 -0.7580
H 1.2095 4.3481 1.1014
H -0.0306 5.1308 0.1171
H 3.8992 -2.0082 -2.1510
C -4.6304 -0.3274 -0.6497
S 0.5364 0.3701 1.9935
C 3.4591 -1.5232 -1.2835
H -0.0009 5.3812 1.8630
O 0.7384 -3.0163 0.7730
S -3.9663 -2.2512 0.9613
C 6.0847 -0.9009 -2.4124
H 6.1767 -1.9633 -2.1982
C 0.1659 4.6531 1.0738
C 3.2377 -2.5510 -0.1654
C -5.6041 0.2422 -1.6255
N -1.7199 -0.8083 1.4096
N 4.3017 -0.4572 -0.7968
O 6.2145 0.7056 -0.6462
H -5.2114 0.1474 -2.6406
H 2.8065 0.6754 0.1125
C 3.7563 0.1963 0.3738
N -1.3633 1.2509 0.3278
H -5.7978 1.2985 -1.4443
H -6.2502 -2.7523 -1.4293
H 5.4324 -0.7605 -3.2711
H 3.0775 -0.3341 2.3498
C -1.0103 0.2415 1.1626
C -0.7460 3.4497 1.2648
C -5.0657 -1.5162 -0.1567
H -7.3659 -0.8510 -2.3490
H -0.1927 -1.7724 2.7118
H 4.1931 -3.0062 0.1162
H 2.4880 -1.1019 -1.5727
N 2.6713 -1.8914 0.9939
C -2.8900 -0.9068 0.7608
C 1.3912 -2.1630 1.3392
C 0.7923 -1.3646 2.4857
H 1.4254 -1.3556 3.3709
C 3.5185 -0.8301 1.4887
H -1.7902 3.7672 1.2450
C -2.5907 1.2324 -0.3816
H 0.5225 2.1089 0.1354
*
```

SMILES string: CCCn1c(SCC(=O)N2CCN(C(C)=O)CC2)nc2sc3c(c2c1=O)CCC3
Energy above the lowest of the compared OMol25 structures with the same formula, charge and spin (kcal per mole): 2.34
Kohn-Sham gap (eV): 8.20
E_tot (Eh): -2018.9100
LUMO energy (hartree): 0.0149
HOMO (eV): -7.797

No. 3
Below is one molecule with the formula C20H26N4O4, with properties calculated with wB97M-V/def2-TZVPD.

The geometry in ORCA input format:
```
! RIJCOSX wB97M-V def2-TZVPD def2/J DEFGRID3
* xyz 0 1
C 2.0049 -0.2553 3.5472
H 0.7707 -2.6927 1.9437
H -0.0849 -3.7150 -2.6700
C 2.0823 -2.5253 -1.7910
C 0.6621 -0.8929 -2.9550
O 0.6897 -0.7491 1.3360
O 1.2578 0.7589 2.8944
O 0.4655 1.5089 -2.9287
H 1.3363 -1.0042 3.9785
C 0.6255 0.3976 1.7585
O 1.1977 -5.7992 1.5878
H -1.8100 5.1356 1.7104
C -2.3856 2.1411 -2.7720
H 2.8474 -1.7555 -1.9119
H -0.5507 -2.7532 0.1930
H -3.1253 5.9348 -0.2204
H 0.2497 4.0475 2.9681
H 0.8576 -3.9209 3.1737
H -1.5292 2.2099 -3.4407
C 1.0618 -4.1437 -0.1606
C -0.2626 -2.9260 -1.9175
H -1.3359 3.3784 3.4068
H -3.2693 2.4912 -3.3000
H 0.0039 -0.5649 -0.6584
C -0.3605 3.1408 2.9754
H 2.5672 0.2440 4.3321
H -0.1224 -1.1246 -3.6865
H -1.0716 -4.3100 -0.4701
H 3.1490 -3.5840 -0.2397
N 0.8822 -3.6609 2.2022
H 2.0684 -2.2954 0.3214
C -2.6222 4.9803 -0.2657
H 1.5908 -0.7625 -3.5184
C -2.7618 4.1931 -1.4119
C -1.8879 4.5457 0.8110
C -1.2533 3.3099 0.6967
H 1.2443 -5.0166 -0.7958
C -0.3003 -3.5399 -0.5195
N 0.7772 -1.9187 -1.9446
H -3.3919 4.5544 -2.2114
C 1.0586 -4.6337 1.2840
C -0.1109 1.4429 1.0945
H -1.2234 -2.4539 -2.1353
N -0.2366 0.3301 -1.0941
C -0.5604 1.3638 -0.2304
N -0.5268 2.6470 1.6356
H 0.1307 2.3954 3.5909
H 2.2571 -3.3122 -2.5464
C -1.3247 2.5342 -0.4914
H 2.6829 -0.7445 2.8451
C -2.1420 2.9693 -1.5545
C 2.1746 -3.1157 -0.3867
C 0.3031 0.4657 -2.3373
H -2.5179 1.0943 -2.5050
*
```

SMILES string: COC(=O)c1c(NC(=O)CN2CCC(C(N)=O)CC2)c2c(C)cccc2n1C
Energy above the lowest of the compared OMol25 structures with the same formula, charge and spin (kcal per mole): 21.61
Kohn-Sham gap (eV): 7.83
E_tot (Eh): -1297.7784
LUMO energy (hartree): 0.0020
HOMO (eV): -7.777

No. 4
Below is one molecule with the formula C20H26N4OS, with properties calculated with wB97M-V/def2-TZVPD.

The geometry in ORCA input format:
```
! RIJCOSX wB97M-V def2-TZVPD def2/J DEFGRID3
* xyz 0 1
H -1.5851 0.8040 0.3275
C -2.4956 0.6768 -2.1071
H 2.1481 -2.3168 -2.9974
H 1.5874 -2.4817 4.0801
H 2.2563 -0.8170 -2.0406
H -2.5426 4.9211 -2.6793
N -2.3004 4.4242 -1.8356
C -0.6003 -0.8669 1.1969
C 1.5755 -3.1563 3.2207
H -3.0865 2.9794 -0.5841
H -3.5508 0.5318 -1.9236
H -1.1022 -3.4935 1.3811
H -0.1772 3.1121 -2.3294
H 3.0171 -4.0725 1.8868
H 1.6788 1.6964 2.9207
C -0.3237 -0.2477 -2.5650
C 0.0249 1.4359 1.5776
H 0.1377 -4.6436 1.8672
H 3.6819 -3.5746 3.4421
C 2.9891 -3.2997 2.6506
H 1.2561 1.2037 -2.7514
C -1.4802 5.1116 -1.0236
C 1.2269 -0.3617 2.6592
H -3.7957 3.0611 -2.2071
H -0.3300 5.2041 0.6118
N -0.9480 4.5677 0.0998
N -0.9192 3.2538 0.3841
C 1.0285 0.9812 2.4355
C 0.2065 1.0350 -2.5702
H 1.2363 -4.1311 3.5847
C -1.6934 -0.4144 -2.3572
O 0.3934 -1.3946 -2.7459
H 3.3175 -2.3636 2.2063
C 1.7869 -1.2933 -2.9077
C -1.9614 1.9617 -2.0645
C -0.6128 2.1249 -2.3246
H -1.2653 -1.5568 0.7053
H 2.0486 -0.7380 -3.8140
C 0.4240 -1.3365 2.0406
C -0.1133 2.8353 1.2819
C -2.8567 3.1074 -1.6473
N 0.6055 -2.6765 2.2636
C -0.7940 0.4734 0.9790
S -1.0925 6.6866 -1.3774
H 0.5377 3.5308 1.8288
H 1.6025 -3.8889 -0.0066
C 0.5354 -3.6826 -0.0151
H 0.3745 -2.7287 -0.5089
H -2.0996 -1.4133 -2.3808
H 2.0326 -0.6478 3.3152
H 0.0378 -4.4576 -0.5926
C -0.0209 -3.6644 1.4098
*
```

SMILES string: CCN(CC)c1ccc(/C=N/NC(=S)NCc2ccc(OC)cc2)cc1
Energy above the lowest of the compared OMol25 structures with the same formula, charge and spin (kcal per mole): 59.45
Kohn-Sham gap (eV): 7.83
E_tot (Eh): -1470.1350
LUMO energy (hartree): 0.0204
HOMO (eV): -7.278

Which value of HOMO does entry 2 give?
-7.797 eV

Among the records above, which one has the lowest LUMO energy?
C20H26N4O4